The following is a quantum chemistry calculation of a 14-piece molecular cluster, C24H33B2Cl39F5O8S2 overall, from the Open Molecules 2025 dataset.

Structure (XYZ):
```
113
Properties=species:S:1:pos:R:3:forces:R:3:mulliken_charge:R:1
C 1.7766 -2.1215 3.4431 0.4828 -0.0335 -0.0673 -0.94
O 0.6877 -1.9093 2.6477 -1.2394 0.5880 0.1049 -0.08
C 0.8252 -2.5653 1.4385 0.2695 0.1055 -0.3212 -0.96
C -0.4122 -2.5020 0.6299 -0.4000 0.2324 0.7217 -0.60
C -1.7217 -2.6309 1.3705 0.2970 -0.2999 0.0519 -0.22
C -2.6220 -1.5533 0.8816 -1.4366 -3.5524 -0.6576 -1.32
O -2.4361 -0.4431 1.5193 0.6246 3.0875 1.2102 -1.15
B -3.4579 0.5011 0.9306 0.2008 -0.0163 0.8508 2.13
C -2.8054 1.1995 -0.3916 -0.8143 0.2260 0.9801 -0.77
C -2.0572 2.4453 0.0471 0.0930 -0.9976 -0.4366 -0.79
C -0.5974 2.1415 0.2493 -0.3393 0.5882 0.7756 0.28
S -0.0233 2.3757 1.9313 0.8896 0.6621 0.4060 -0.23
O -4.5992 -0.4723 0.7089 -0.5572 1.4745 -0.1274 -1.13
C -4.2106 -1.7471 0.8361 0.2069 2.0698 -0.7897 0.55
O -4.7473 -2.3852 -0.2783 0.4940 -0.5097 -0.1836 -0.17
B -4.7099 -3.7402 -0.2598 -0.8601 0.0626 -0.0417 0.97
O -5.8579 -4.3756 0.0978 -1.1584 -0.6687 0.6883 -0.55
O -3.6430 -4.4504 -0.6453 1.6787 -0.2451 -0.0021 -0.59
S -5.0211 -2.1539 2.4238 -0.6317 -1.7261 -3.2184 0.82
O -4.8582 -3.5109 2.7762 -0.4117 -3.4411 -0.3060 -0.39
O -4.6199 -1.3108 3.4153 1.8661 4.5616 4.1989 -0.64
C -6.8300 -1.7429 2.2013 2.5847 0.9851 1.2783 0.75
F -7.1611 -1.6806 0.9876 -0.8931 0.4700 -4.6046 -0.22
F -7.4922 -2.7002 2.7315 -1.9209 -3.2209 2.1324 -0.28
C -7.2698 -0.4626 2.8885 0.2255 -2.5751 -1.1551 0.61
F -8.5099 -0.3017 2.5643 -3.6281 0.4416 -0.8407 -0.31
F -6.6323 0.5297 2.5015 2.7508 4.1143 -1.5616 -0.15
F -7.2109 -0.5726 4.1475 0.2831 -0.4507 4.3268 -0.27
H 2.6893 -1.8190 2.9613 0.7591 0.3214 -0.3659 0.30
H 1.6702 -1.5763 4.3400 -0.1920 0.6765 1.0638 0.25
H 1.8668 -3.1589 3.6687 0.2117 -1.1733 0.4023 0.37
H 1.1773 -3.5640 1.5759 0.1537 -1.1836 0.4239 0.50
H 1.5938 -2.0717 0.8788 0.9338 0.3689 -0.5731 0.38
H -0.3803 -3.2179 -0.1441 0.2208 -0.9495 -1.0244 0.47
H -0.4078 -1.5601 0.1553 -0.0473 1.3059 -0.6480 -0.07
H -2.1095 -3.6018 1.2024 -0.6215 -1.0298 -0.1633 0.66
H -1.5976 -2.5098 2.4183 0.1658 0.1546 1.0149 0.49
H -2.4652 -1.5068 -0.1857 -0.0108 0.2496 -1.1324 0.38
H -3.7760 1.2572 1.8419 -0.0477 0.2915 -0.3924 -0.50
H -3.5035 1.4149 -1.1707 -0.7420 0.1938 -0.5663 0.49
H -2.0670 0.5620 -0.8083 0.5211 -1.0476 -0.7243 0.20
H -2.4258 2.7091 0.9894 -0.7975 0.8645 1.3123 0.29
H -2.2091 3.2555 -0.6235 0.0251 0.9081 -0.6838 0.38
H 0.0086 2.7925 -0.3149 0.7422 0.7779 -0.5231 -0.21
H -0.3645 1.1639 -0.0611 0.3678 -1.3083 -0.3210 0.14
H -0.6266 1.3682 2.5328 -0.4309 -0.5592 0.0528 0.04
H -5.7612 -4.9109 0.8942 -0.1777 -0.1180 -0.0691 -0.08
H -3.6132 -5.2421 -0.1051 0.0676 -0.6329 -0.3547 0.21
C -5.5971 -7.8840 1.7047 -0.0767 0.0771 -0.0119 -0.11
Cl -4.4027 -6.7460 2.3236 0.0842 0.0127 -0.1163 -0.05
Cl -7.2005 -7.1549 1.7478 -0.1363 0.0269 0.0482 -0.12
Cl -5.2239 -8.4204 0.0686 0.1675 -0.0567 0.0448 -0.10
H -5.6030 -8.7441 2.3561 0.0148 -0.1022 0.0376 0.41
C -3.7373 -5.8412 6.6028 -0.1496 0.0907 -0.1316 0.43
Cl -2.0979 -5.2595 6.8717 0.1176 0.0370 0.0379 -0.12
Cl -4.6072 -4.7884 5.5053 0.0653 -0.0152 -0.0766 0.00
Cl -3.7105 -7.5092 6.0005 -0.0031 -0.0655 0.0425 -0.16
H -4.2506 -5.8394 7.5526 0.0786 -0.1296 -0.0465 -0.21
C 3.2910 2.0386 -1.4533 -0.0854 -0.1462 0.1655 1.13
Cl 4.0406 1.2389 -2.8407 0.0527 0.0406 -0.0191 -0.15
Cl 1.8783 2.9602 -1.9451 0.1852 0.0952 -0.2580 -0.12
Cl 2.8786 0.8729 -0.1981 0.0186 0.0119 -0.0024 -0.07
H 4.0043 2.7444 -1.0447 -0.1873 -0.3715 -0.0449 -0.83
C -6.6536 -7.0737 -3.7144 -0.0152 0.0368 0.0675 0.34
Cl -6.3202 -6.0644 -2.3288 -0.0657 0.0756 0.0854 0.08
Cl -5.2023 -7.9409 -4.2320 0.0181 -0.0322 -0.0512 -0.14
Cl -7.9712 -8.2091 -3.3802 -0.0111 -0.0161 -0.0283 -0.16
H -6.9575 -6.4221 -4.5237 -0.0284 -0.3152 0.1082 -0.11
C 4.6601 6.1597 -2.3171 -0.2477 0.0078 -0.0214 -0.18
Cl 3.5150 7.1829 -1.4607 0.1557 0.0597 -0.1269 -0.04
Cl 5.0050 4.7323 -1.3396 0.3104 0.3335 -0.1470 0.01
Cl 4.0464 5.7110 -3.9045 -0.0508 -0.0556 -0.0099 -0.10
H 5.5835 6.7026 -2.4547 0.0825 0.0391 0.0040 0.33
C 6.3259 6.1675 -7.4049 0.0179 -0.1562 0.0414 0.00
Cl 6.9801 6.4101 -5.7776 0.0118 0.1488 -0.0653 -0.11
Cl 7.5997 5.7588 -8.5507 -0.1484 0.1868 -0.2232 -0.09
Cl 5.0796 4.9248 -7.3886 -0.0399 -0.0138 -0.0007 -0.11
H 5.8756 7.0947 -7.7229 -0.0448 0.1002 0.0072 0.32
C 10.5402 3.1919 -6.8386 -0.0746 0.1661 -0.1000 -0.03
Cl 10.4083 2.9820 -8.5849 0.0142 -0.0297 -0.0371 -0.13
Cl 12.1713 3.7169 -6.4030 0.0908 -0.0437 0.0945 -0.14
Cl 9.3410 4.3352 -6.2573 0.2584 -0.2272 0.2389 -0.04
H 10.3599 2.2377 -6.3680 0.0270 -0.0985 0.0348 0.32
C 7.2314 3.1892 1.8268 -0.1746 0.0253 0.0316 -0.07
Cl 7.0992 3.3655 3.5749 0.0014 0.0115 0.0554 -0.11
Cl 5.8841 2.2488 1.1932 -0.0294 -0.0277 -0.0125 -0.06
Cl 7.3091 4.7748 1.0534 0.2105 0.0224 0.0614 -0.13
H 8.1473 2.6632 1.6065 0.0903 -0.0354 -0.0239 0.36
C 14.0391 5.9144 -8.8584 0.0251 0.0785 -0.1067 0.47
Cl 14.3992 4.8292 -10.1994 0.0012 -0.0467 -0.0109 -0.12
Cl 15.4666 6.8469 -8.4056 0.0265 0.0084 0.0249 -0.13
Cl 12.6947 6.9792 -9.2578 -0.0523 0.0051 0.0165 -0.11
H 13.7476 5.3139 -8.0114 -0.0423 -0.0619 0.0694 -0.10
C -3.4707 -6.1869 10.8918 0.1417 0.0246 -0.1079 0.05
Cl -2.6073 -7.3737 9.9166 -0.0344 -0.0387 -0.0005 -0.10
Cl -2.3448 -5.0957 11.6941 0.0158 0.0183 0.0421 -0.12
Cl -4.6188 -5.2806 9.9068 -0.1249 0.0875 0.1849 -0.12
H -4.0259 -6.7154 11.6508 -0.0656 -0.0402 0.0697 0.31
C 4.6153 6.4226 2.9329 -0.1666 0.0418 0.0249 0.51
Cl 4.4629 6.4806 4.6890 0.0209 -0.0022 0.0362 -0.14
Cl 3.2871 5.5220 2.2166 0.0762 -0.1960 0.0406 -0.02
Cl 4.7078 8.0527 2.2586 0.0418 0.0250 -0.0386 -0.13
H 5.5339 5.9113 2.6946 0.1082 -0.0334 -0.0073 -0.23
C -0.1022 8.2582 -0.1150 -0.0301 -0.0701 0.1124 -0.05
Cl -1.6931 7.7759 0.4597 -0.0348 -0.0104 -0.0075 -0.11
Cl 0.1790 9.9794 0.1792 0.0213 0.0476 -0.0319 -0.15
Cl 1.1598 7.2856 0.6324 -0.2566 0.1328 0.1316 0.03
H -0.0668 8.0933 -1.1814 0.0044 0.0093 -0.0950 0.28
C -5.3557 -3.1386 -5.5384 0.1245 -0.0317 0.2458 -0.06
Cl -5.0918 -2.7798 -3.8442 -0.0195 0.0198 0.0204 0.01
Cl -3.8338 -3.4822 -6.3591 0.0233 -0.0157 -0.0692 -0.14
Cl -6.4852 -4.4934 -5.7454 0.0053 0.2979 -0.2425 -0.16
H -5.7991 -2.2709 -6.0014 -0.0708 0.0406 -0.0938 0.33
```
Positions in Å, forces in eV/Å.

Results
- highest occupied orbital energy (eV) = -5.33
- charge = -1
- calculated total energy (eV) = -566790.9949